ORCA calculation (wB97M-V/def2-TZVPD) on C50H95BF9HgN5O16PS as an isolated structure in a non-equilibrium geometry.

Max |F|   5.57 eV/A
Kohn-Sham gap   0.183 Eh
Highest occupied orbital energy   -5.9 eV
Energy   -143033.67209 eV
E_LUMO   -0.96 eV

```
! wB97M-V def2-TZVPD RIJCOSX def2/J DEFGRID3
* xyz -1 1
Hg -2.14 -1.21 -2.82
O -7.44 4.88 -3.22
C -6.61 4.23 -3.68
O -5.35 4.12 -3.37
B -4.68 3.16 -4.31
O -5.75 2.64 -5.11
C -6.84 3.30 -4.83
O -7.94 3.25 -5.42
O -4.18 2.08 -3.51
C -2.90 1.84 -3.89
O -2.15 0.91 -3.52
C -2.54 2.87 -4.95
O -3.55 3.67 -5.14
O -1.51 2.89 -5.66
P 0.14 0.44 -0.80
F 0.47 1.39 -2.07
F -0.28 -0.64 -1.88
F 1.71 -0.16 -0.85
F -0.22 -0.72 0.25
F 0.58 1.63 0.24
F -1.47 0.82 -0.90
C 1.98 -1.45 -4.83
F 2.35 -2.65 -4.79
F 2.06 -1.00 -3.60
F 2.86 -0.73 -5.56
S 0.27 -1.17 -5.55
O 0.09 -2.18 -6.59
O -0.74 -1.22 -4.47
O 0.32 0.17 -6.14
C 4.31 4.00 -1.71
C 4.45 4.65 -0.27
C 3.38 4.04 0.79
C 3.95 2.78 1.47
C 5.37 2.96 2.02
C 6.41 3.34 0.99
N 5.88 4.63 0.34
O 6.73 5.40 -0.37
C 7.80 3.64 1.69
C 6.48 2.16 -0.03
C 4.00 6.12 -0.40
H 3.36 4.38 -2.08
H 4.29 2.91 -1.61
H 5.01 4.45 -2.42
H 3.05 4.71 1.58
H 2.43 3.72 0.36
H 3.83 1.95 0.77
H 3.32 2.43 2.28
H 5.75 1.98 2.33
H 5.28 3.68 2.83
H 8.39 4.16 0.93
H 7.53 4.16 2.60
H 8.48 2.83 1.94
H 7.31 1.52 0.24
H 5.67 1.44 -0.05
H 6.63 2.53 -1.04
H 3.05 6.06 -0.92
H 4.68 6.60 -1.10
H 3.83 6.66 0.54
H 6.82 6.17 0.19
C 0.71 -3.72 -1.81
C -0.39 -4.46 -2.51
C -0.29 -5.86 -1.75
C -1.53 -6.84 -2.08
C -2.91 -6.10 -1.73
C -3.01 -4.80 -2.64
N -1.79 -3.92 -2.40
O -2.05 -3.25 -1.23
C -3.14 -5.19 -4.13
C -4.30 -4.14 -2.13
C 0.07 -4.56 -3.92
H 0.77 -3.75 -0.72
H 0.69 -2.66 -2.07
H 1.69 -4.10 -2.11
H 0.64 -6.35 -2.03
H -0.21 -5.81 -0.66
H -1.55 -7.65 -1.35
H -1.56 -7.17 -3.11
H -3.02 -5.79 -0.69
H -3.68 -6.86 -1.81
H -2.21 -5.62 -4.51
H -3.94 -5.87 -4.44
H -3.20 -4.36 -4.84
H -4.39 -3.73 -1.12
H -4.47 -3.23 -2.71
H -5.21 -4.74 -2.17
H -0.25 -3.73 -4.55
H -0.21 -5.57 -4.25
H 1.15 -4.46 -4.01
H -1.98 -3.96 -0.58
C -4.82 -2.33 2.42
C -3.53 -3.00 2.86
C -3.30 -2.79 4.40
C -2.12 -3.55 4.99
C -2.49 -5.03 4.85
C -2.68 -5.45 3.31
N -3.53 -4.48 2.52
O -3.90 -4.85 1.23
C -1.30 -5.57 2.66
C -3.47 -6.82 3.38
C -2.37 -2.40 1.95
H -5.22 -2.66 1.46
H -4.61 -1.27 2.57
H -5.61 -2.37 3.16
H -3.13 -1.71 4.46
H -4.23 -2.97 4.94
H -1.87 -3.11 5.96
H -1.20 -3.33 4.44
H -3.43 -5.14 5.39
H -1.72 -5.63 5.34
H -0.49 -6.12 3.14
H -1.42 -5.91 1.63
H -0.89 -4.56 2.71
H -4.55 -6.72 3.55
H -3.57 -7.41 2.47
H -2.98 -7.52 4.05
H -1.41 -2.90 1.82
H -2.16 -1.45 2.45
H -2.68 -2.04 0.97
H -4.86 -4.92 1.19
C -2.73 3.91 -0.53
C -1.86 5.08 -1.04
C -0.42 4.62 -1.46
C 0.52 5.64 -2.11
C -0.19 6.19 -3.30
C -1.61 6.76 -3.00
N -2.41 5.85 -2.16
O -3.72 6.37 -1.89
C -1.43 8.17 -2.40
C -2.29 6.80 -4.39
C -1.64 5.83 0.27
H -2.11 3.30 0.12
H -2.93 3.20 -1.34
H -3.71 4.21 -0.17
H 0.10 4.31 -0.55
H -0.43 3.86 -2.24
H 1.42 5.19 -2.52
H 0.85 6.38 -1.38
H -0.15 5.51 -4.15
H 0.45 7.01 -3.64
H -2.43 8.55 -2.20
H -1.00 8.07 -1.41
H -0.89 8.72 -3.17
H -1.69 7.19 -5.20
H -2.82 5.89 -4.66
H -3.17 7.45 -4.30
H -2.58 6.18 0.69
H -0.97 6.64 -0.01
H -1.14 5.33 1.09
H -4.28 5.72 -2.32
C 3.41 -3.59 3.22
C 3.42 -2.88 4.63
C 4.55 -1.82 4.67
C 4.30 -0.60 3.85
C 2.91 0.03 4.17
C 1.65 -0.89 4.36
N 2.14 -2.20 4.96
O 1.10 -3.15 5.07
C 0.82 -0.14 5.37
C 0.92 -1.02 3.04
C 3.66 -3.86 5.86
H 4.18 -4.34 3.01
H 3.32 -3.03 2.29
H 2.55 -4.26 3.25
H 4.56 -1.60 5.73
H 5.53 -2.19 4.36
H 4.28 -0.69 2.76
H 5.04 0.19 3.98
H 2.80 0.50 3.19
H 2.92 0.86 4.88
H 0.45 0.83 5.03
H -0.03 -0.74 5.71
H 1.40 0.02 6.28
H 1.02 -0.08 2.50
H 1.35 -1.77 2.37
H -0.16 -1.15 3.12
H 4.72 -4.10 5.78
H 3.10 -4.79 5.99
H 3.66 -3.39 6.85
H 0.81 -3.04 5.98
*
```